No. 1
{"formula": "C4H6Br2Cl2O2", "method": "wB97M-V/def2-TZVPD", "symbols": ["C", "C", "C", "C", "O", "O", "Cl", "Cl", "Br", "Br", "H", "H", "H", "H", "H", "H"], "xyz": [[0.1681, 1.3543, -1.1742], [0.0351, 1.1614, 0.2424], [-2.4075, -0.9838, -0.7017], [-1.2441, -1.6462, -0.7838], [-0.2988, -1.4688, -1.7564], [-0.9749, -2.7348, -0.0512], [-1.4563, 1.6990, 0.8467], [-2.7127, 0.3813, -1.7264], [-3.7940, -1.4775, 0.4894], [2.0817, -1.4859, 0.2458], [0.1922, 0.2593, -1.6490], [-0.6013, 1.9095, -1.6016], [1.1467, 1.7529, -1.4905], [0.8072, 0.9239, 1.0494], [0.5226, -1.8800, -1.5264], [-1.5251, -2.8549, 0.6736]], "forces_ev_per_a": [[2.4, -2.1, -0.2], [0.1, 1.0, 1.0], [0.1, 0.8, -0.4], [0.8, -1.7, -0.5], [-3.2, 1.1, -0.2], [1.9, 0.4, -2.3], [0.8, -0.4, 0.6], [-0.5, -0.6, -0.1], [0.5, 0.1, -0.2], [-0.3, 0.5, 0.0], [-0.1, 1.6, 0.8], [-1.3, 0.7, -0.5], [0.0, -0.3, 0.5], [-1.0, -0.1, -1.6], [1.6, -0.8, 1.1], [-1.8, -0.1, 2.1]], "relative_energy_kcal_mol": 73.3, "e_homo_ha": -0.305, "e_tot_ha": -6374.7787, "orbital_gap_ev": 5.5, "molar_mass_g_mol": 316.8, "max_force_ev_per_a": 3.34, "charge": 0}

---

No. 2
{"formula": "C28H21N2O4S3Sn", "method": "wB97M-V/def2-TZVPD", "symbols": ["Sn", "C", "O", "C", "C", "C", "C", "C", "C", "N", "N", "C", "O", "C", "C", "C", "C", "C", "C", "C", "O", "H", "H", "H", "H", "H", "H", "H", "H", "H", "H", "H", "H", "O", "C", "C", "C", "C", "C", "S", "C", "C", "C", "C", "S", "C", "C", "C", "C", "S", "H", "H", "H", "H", "H", "H", "H", "H", "H"], "xyz": [[2.1402, 1.1558, 0.7177], [5.1650, -1.4360, 0.8375], [3.7579, -1.4181, 0.5365], [3.2676, -2.3074, -0.3619], [3.6211, -3.6313, -0.5310], [2.9738, -4.4465, -1.4826], [1.9409, -3.9885, -2.2679], [1.5545, -2.6563, -2.0796], [0.5587, -1.7903, -2.6087], [0.6712, -0.6173, -2.0486], [-0.0773, 0.4538, -2.2979], [0.2609, 1.6207, -1.8010], [1.2788, 1.8706, -1.0591], [-0.6142, 2.7495, -2.1937], [-1.8186, 2.5358, -2.8620], [-2.6123, 3.6140, -3.2104], [-2.2049, 4.9068, -2.9057], [-1.0025, 5.1232, -2.2469], [-0.2097, 4.0464, -1.8861], [2.2243, -1.8692, -1.1660], [1.7205, -0.6066, -1.1326], [5.2670, -1.2903, 1.9091], [5.6487, -0.6222, 0.2987], [5.6223, -2.3798, 0.5539], [4.3985, -4.0619, 0.0844], [3.3002, -5.4722, -1.5817], [1.4500, -4.6261, -2.9880], [-0.2120, -1.9445, -3.3452], [-2.1320, 1.5280, -3.0923], [-3.5499, 3.4480, -3.7229], [-2.8276, 5.7472, -3.1819], [-0.6821, 6.1300, -2.0162], [0.7293, 4.2049, -1.3747], [0.5375, 0.4662, 1.5025], [-0.8077, 0.1381, 1.7518], [-1.6832, 1.3355, 1.4254], [-1.3410, 2.4714, 0.7564], [-2.4161, 3.3958, 0.6418], [-3.5482, 2.9405, 1.2404], [-3.3176, 1.4051, 1.9575], [-0.9456, -0.2146, 3.2217], [-1.4834, -1.3296, 3.7868], [-1.4763, -1.2822, 5.2110], [-0.9282, -0.1339, 5.6855], [-0.4267, 0.9045, 4.4213], [-1.1502, -1.0785, 0.9125], [-0.3393, -2.1633, 0.7452], [-0.9468, -3.1967, -0.0177], [-2.2046, -2.8611, -0.4221], [-2.6576, -1.3091, 0.1279], [-0.3519, 2.6607, 0.3640], [-2.3417, 4.3509, 0.1414], [-4.5076, 3.4263, 1.3094], [-1.8776, -2.1550, 3.2122], [-1.8604, -2.0686, 5.8430], [-0.7903, 0.1623, 6.7124], [0.6362, -2.2371, 1.2078], [-0.4793, -4.1471, -0.2351], [-2.9007, -3.4506, -0.9963]], "forces_ev_per_a": [[0.6, 0.4, 0.2], [0.0, 0.0, 0.1], [0.0, 0.0, -0.1], [0.0, -0.1, 0.0], [0.0, 0.0, 0.0], [0.0, 0.0, 0.0], [0.0, 0.0, 0.0], [0.0, 0.0, -0.1], [0.0, -0.1, 0.0], [0.0, 0.0, 0.0], [-0.1, 0.0, 0.0], [-0.1, 0.2, -0.2], [-0.1, 0.2, -0.3], [0.1, 0.0, -0.2], [0.0, 0.0, 0.0], [0.0, 0.0, 0.0], [0.0, 0.0, 0.0], [0.0, 0.0, 0.0], [0.0, 0.0, -0.1], [0.1, -0.1, 0.0], [0.1, -0.4, -0.1], [0.0, 0.0, 0.0], [0.0, 0.0, 0.0], [0.0, 0.0, 0.0], [0.0, 0.0, 0.0], [0.0, 0.0, 0.0], [0.0, 0.0, 0.0], [0.0, 0.0, 0.0], [0.0, 0.0, 0.0], [0.0, 0.0, 0.0], [0.0, 0.0, 0.0], [0.0, 0.0, 0.0], [0.0, 0.0, 0.0], [-0.1, -0.2, 0.3], [-0.1, 0.0, 0.0], [0.0, 0.0, 0.0], [0.0, 0.0, 0.2], [-0.1, 0.0, 0.1], [0.0, 0.0, 0.0], [0.0, 0.0, 0.0], [0.0, 0.0, 0.0], [0.0, 0.0, 0.0], [0.0, 0.0, 0.0], [0.0, 0.0, 0.0], [0.0, 0.0, 0.0], [0.0, 0.0, -0.1], [0.0, -0.1, 0.1], [0.0, 0.0, 0.0], [0.0, 0.0, 0.0], [0.0, 0.0, -0.1], [-0.2, 0.0, 0.2], [0.0, 0.0, 0.0], [0.0, 0.0, 0.0], [0.0, 0.0, 0.0], [0.0, 0.0, 0.0], [0.0, 0.0, 0.0], [0.0, 0.0, 0.0], [0.0, 0.0, 0.0], [0.0, 0.0, 0.0]], "relative_energy_kcal_mol": 2.3, "e_homo_ha": -0.393, "e_tot_ha": -2898.6280, "orbital_gap_ev": 6.7, "molar_mass_g_mol": 664.4, "max_force_ev_per_a": 0.70, "charge": 1}